Record 1
Entry from the Open Molecules 2025 dataset: a 4-piece molecular cluster, C40H62F24IN4O6P2S overall at a distorted geometry (wB97M-V/def2-TZVPD).

Each line ends with the Mulliken charge.
Positions of all 140 atoms, in Å:
C1 1.91974 -1.80574 -3.75839  -0.249
C2 1.19619 -2.40642 -3.04953  -1.088
C3 0.31173 -3.15868 -2.16562  -0.033
P1 0.90489 -2.70482 -0.40767  0.066
O1 2.43756 -3.24065 -0.57940  -0.196
I1 -0.05219 -4.43733 1.05341  -0.288
N1 0.65655 -4.61889 -2.44870  0.912
C4 -0.36709 -5.52370 -2.58790  0.262
N2 -0.06164 -6.82521 -2.42913  -0.033
P2 1.60505 -7.50384 -2.11626  -0.100
C5 2.18107 -6.78560 -0.54242  -0.522
C6 2.68951 -6.71224 -3.35541  0.023
C7 4.10359 -7.31218 -3.15597  -1.182
S1 -1.30039 -8.03989 -2.58855  1.173
C8 -2.23853 -7.84840 -1.11199  -0.926
O2 -2.07440 -7.77536 -3.75473  -0.599
O3 -0.64900 -9.30417 -2.49393  -0.573
N3 -1.60955 -5.14570 -2.93758  0.123
C9 -1.75475 -3.75234 -3.39411  -1.617
C10 -1.18095 -2.78525 -2.36497  1.042
N4 -1.88504 -2.83627 -1.07916  -0.236
C11 -1.42320 -1.35541 -2.91442  -2.336
C12 -0.96852 -0.21007 -2.01152  -0.110
C13 -1.84695 1.04264 -2.13647  -0.751
C14 -1.54930 2.03846 -1.01481  -0.491
C15 -0.51304 3.08533 -1.40824  -0.408
C16 -0.21456 4.07640 -0.27033  -0.639
C17 1.27398 4.25779 0.01817  -1.556
C18 2.05212 3.02179 0.54093  -0.742
C19 1.22409 1.87612 1.13723  0.383
C20 2.09792 0.96457 2.00323  -0.230
C21 1.26759 -0.04430 2.80017  -0.673
C22 2.11735 -1.22796 3.30581  0.241
C23 1.75951 -1.67189 4.72321  -1.094
C24 0.27934 -2.00303 4.92392  0.181
C25 0.00346 -2.35272 6.38484  -1.418
H1 2.59201 -1.34886 -4.45445  0.627
H2 2.60763 -3.60183 -1.45965  0.183
H3 1.19016 -4.63277 -3.32064  0.441
H4 3.01509 -7.41598 -0.24237  0.492
H5 2.45653 -5.73582 -0.56584  -0.010
H6 1.40523 -6.94686 0.20287  0.182
H7 2.76650 -5.63174 -3.23992  -0.125
H8 2.33177 -6.93422 -4.35808  0.496
H9 4.47807 -7.74576 -4.07507  0.322
H10 4.13595 -8.03321 -2.34193  0.339
H11 4.78885 -6.51487 -2.87832  0.337
H12 -1.57607 -7.90392 -0.25129  0.291
H13 -2.92231 -8.69100 -1.07482  0.436
H14 -2.80153 -6.91955 -1.05810  0.346
H15 -2.33565 -5.45713 -2.30662  0.156
H16 -2.79278 -3.50687 -3.57992  0.482
H17 -1.18586 -3.64335 -4.31679  0.272
H18 -2.30815 -3.73436 -0.87993  0.257
H19 -2.63192 -2.15364 -1.05350  0.339
H20 -2.51291 -1.28916 -2.98768  0.516
H21 -1.05149 -1.25703 -3.93170  0.553
H22 -0.90716 -0.50537 -0.96621  0.466
H23 0.05253 0.05648 -2.29424  0.021
H24 -2.89102 0.72941 -2.11575  0.443
H25 -1.60246 1.51403 -3.08837  0.294
H26 -1.22931 1.51314 -0.11507  0.278
H27 -2.46388 2.57620 -0.75850  0.283
H28 0.41631 2.62613 -1.75108  0.356
H29 -0.93992 3.63956 -2.24415  0.288
H30 -0.60542 5.06191 -0.52656  0.503
H31 -0.74570 3.78220 0.63616  0.385
H32 1.75429 4.57341 -0.90969  0.313
H33 1.38665 5.09596 0.70523  0.448
H34 2.65177 2.62529 -0.27595  0.344
H35 2.72758 3.37030 1.32138  0.444
H36 0.37867 2.22726 1.72479  0.489
H37 0.88334 1.24894 0.31078  -0.664
H38 2.66132 1.56828 2.71477  0.509
H39 2.77478 0.40904 1.35803  -0.280
H40 0.81873 0.44684 3.66390  0.490
H41 0.44852 -0.41257 2.17845  0.281
H42 1.92922 -2.08478 2.64845  -0.218
H43 3.17916 -0.99216 3.23273  0.102
H44 2.02005 -0.88150 5.43037  0.334
H45 2.30539 -2.57789 4.98873  0.428
H46 -0.01628 -2.82004 4.26620  0.069
H47 -0.34747 -1.14542 4.68182  0.221
H48 -0.98296 -2.79996 6.49996  0.384
H49 0.02517 -1.45759 7.00380  0.338
H50 0.74010 -3.04944 6.78230  0.346
C26 -4.91032 6.31620 -3.74786  -0.838
C27 -3.57215 5.56910 -3.85012  0.887
C28 -3.54040 4.26440 -4.64714  0.082
F1 -4.34791 3.33324 -4.10126  -0.204
F2 -2.27639 3.77744 -4.60329  -0.251
F3 -3.07504 5.35482 -2.61093  -0.091
F4 -2.70880 6.40363 -4.49477  -0.363
O4 -5.64421 6.12733 -2.55429  -0.370
C29 -6.54319 5.09967 -2.41278  0.739
C30 -6.12308 4.14874 -1.29071  0.774
F5 -4.91691 3.59800 -1.56086  -0.099
F6 -7.02321 3.14192 -1.19623  -0.290
F7 -6.74832 4.44429 -3.57098  -0.295
F8 -7.72037 5.64493 -2.04793  -0.305
H51 -4.63900 7.37045 -3.72883  0.377
H52 -5.52583 6.17561 -4.63650  0.351
H53 -3.82924 4.42468 -5.68888  0.284
H54 -6.06486 4.67205 -0.34055  -0.273
C31 7.54053 -0.78164 2.47735  -0.752
C32 8.08555 -2.20694 2.66461  0.896
C33 9.05865 -2.73913 1.61012  0.050
F9 8.46888 -2.81415 0.39875  -0.206
F10 9.44274 -3.98568 1.96425  -0.264
F11 7.05868 -3.07064 2.82130  -0.254
F12 8.78910 -2.19171 3.83044  -0.330
O5 6.24252 -0.65533 1.92204  -0.311
C34 6.03658 -0.58649 0.57284  0.740
C35 5.18202 -1.75905 0.08698  0.924
F13 5.79775 -2.93077 0.33228  -0.302
F14 5.00077 -1.65680 -1.25530  -0.275
F15 7.18503 -0.49257 -0.11946  -0.310
F16 5.33154 0.54039 0.32507  -0.276
H55 7.43063 -0.39283 3.48810  0.407
H56 8.26081 -0.13384 1.97797  0.314
H57 9.94549 -2.10328 1.54382  0.286
H58 4.20920 -1.76044 0.58185  -0.298
C36 -3.35710 6.71664 2.37334  -0.696
C37 -4.76143 6.10428 2.24121  0.886
C38 -5.96302 7.04162 2.37553  0.081
F17 -6.01821 7.58712 3.60223  -0.243
F18 -7.09184 6.31746 2.18243  -0.260
F19 -4.88614 5.05931 3.08065  -0.281
F20 -4.83706 5.60653 0.96420  -0.331
O6 -2.70267 6.56841 3.61648  -0.397
C39 -2.86587 7.48125 4.62862  0.786
C40 -3.48127 6.83227 5.87105  0.200
F21 -4.69451 6.32356 5.58080  -0.217
F22 -3.62896 7.77345 6.82661  -0.256
F23 -3.56719 8.55615 4.23064  -0.287
F24 -1.63627 7.91262 4.97978  -0.297
H59 -2.74011 6.14293 1.68264  0.313
H60 -3.33195 7.74756 2.01970  0.359
H61 -5.92282 7.83448 1.62322  0.296
H62 -2.83411 6.03396 6.23953  0.249

Atomic forces in eV per Å
1.74 0.95 -1.71
-1.62 -0.99 1.38
0.12 -0.54 0.03
-0.04 0.52 0.16
-0.10 0.07 -0.05
-0.08 -0.32 0.04
-0.92 0.85 -1.20
-0.17 -0.88 0.12
0.12 0.58 0.32
0.37 -1.02 -0.04
-0.42 0.08 -0.20
0.14 0.29 0.01
-0.06 0.50 0.16
-0.11 -1.50 -0.59
0.00 0.35 0.45
-0.05 0.66 0.26
0.17 0.54 0.26
0.27 1.13 0.98
0.66 -0.03 0.29
-0.65 0.71 0.01
-0.01 -0.12 -0.23
-0.22 -0.24 0.40
0.49 0.29 -0.36
0.59 -0.40 0.32
-0.19 0.23 -0.22
-0.27 0.22 0.27
0.20 0.04 -0.07
0.02 -0.14 -0.09
-0.58 0.31 0.19
0.93 -0.22 -0.19
-0.86 -0.05 0.19
0.51 -0.14 0.07
-0.59 -0.21 -0.04
-0.41 0.01 -0.18
0.16 0.21 0.39
-0.19 -0.11 -0.13
-0.12 0.11 0.22
0.29 -0.10 0.11
0.47 -0.20 0.41
0.21 0.06 -0.04
0.06 0.00 0.11
-0.01 0.05 0.06
0.02 0.00 -0.07
-0.18 -0.03 -0.05
-0.02 -0.29 0.02
0.06 -0.30 -0.13
0.08 0.01 0.04
0.17 -0.05 -0.06
-0.08 -0.09 -0.19
-0.06 0.00 -0.14
-0.30 -0.47 -0.62
-0.18 -0.28 -0.05
-0.13 -0.10 -0.19
0.20 -0.05 0.17
0.02 0.10 0.00
-0.08 -0.05 -0.14
0.20 0.02 -0.04
-0.21 -0.19 0.10
0.11 0.04 0.13
-0.13 0.15 -0.13
-0.46 0.05 -0.20
-0.05 -0.06 0.09
-0.07 0.00 0.05
0.04 -0.14 -0.05
0.19 -0.02 -0.21
-0.12 0.03 -0.07
0.00 -0.10 0.08
0.01 0.15 -0.05
0.04 -0.02 0.15
0.21 -0.12 0.06
0.25 0.00 -0.09
-0.14 0.08 -0.03
-0.51 0.07 0.06
0.34 -0.03 -0.08
0.37 0.09 -0.06
-0.12 0.19 -0.03
-0.11 -0.02 0.01
0.20 -0.05 -0.13
0.10 0.04 0.07
0.17 0.00 0.09
0.32 0.10 0.07
-0.01 -0.13 -0.10
-0.04 0.04 -0.25
-0.05 -0.03 0.06
0.08 0.06 0.06
0.04 -0.09 0.00
-0.20 0.46 -0.17
-0.11 0.05 0.39
0.09 -0.15 -0.04
-0.04 0.03 -0.04
0.07 -0.01 -0.10
0.04 -0.04 -0.06
-0.03 0.02 -0.14
0.26 -0.38 0.11
-0.03 0.29 -0.24
-0.04 -0.29 0.26
-0.03 0.03 -0.02
-0.04 0.04 -0.10
0.03 -0.05 0.04
-0.09 -0.03 0.03
0.05 0.00 0.04
0.05 -0.24 0.00
0.03 0.05 0.01
-0.14 0.03 -0.10
0.11 0.50 0.28
-0.42 -0.05 -0.03
0.21 -0.12 0.02
-0.02 0.04 0.01
-0.03 0.04 0.00
0.06 0.00 -0.04
0.12 0.07 0.00
-0.01 -0.49 -0.15
0.21 0.27 0.20
-0.25 -0.19 -0.03
0.02 0.01 -0.04
-0.01 0.06 -0.01
-0.01 -0.07 -0.03
-0.08 0.05 -0.08
-0.03 -0.05 0.03
0.04 -0.17 -0.16
-0.03 0.02 -0.01
0.02 0.09 0.01
0.45 0.11 -0.43
0.27 -0.14 0.41
-0.21 0.02 -0.12
0.04 -0.02 0.00
0.05 0.01 -0.02
-0.08 0.03 -0.03
0.13 0.19 0.02
-0.48 -0.17 0.23
0.21 0.07 -0.33
-0.03 -0.08 0.19
0.00 0.03 -0.01
0.01 0.01 0.00
-0.06 -0.02 0.05
0.06 0.05 0.05
-0.03 -0.06 0.00
-0.21 0.05 0.11
0.02 0.00 0.01
0.03 0.02 -0.02

highest occupied orbital energy = -11.8 eV
net charge = +1
maximum force = 2.62 eV/Å
Kohn-Sham gap = 8.3 eV

***

Record 2
Entry from the Open Molecules 2025 dataset: C46H49MoN2P2S2 as an isolated structure at a distorted geometry (wB97M-V/def2-TZVPD).

Each line ends with the Mulliken charge.
Positions of all 102 atoms, in Å:
Mo1 -0.05534 0.27535 -0.25852  -0.623
S1 0.25877 0.46134 2.14237  -0.494
P1 2.17140 -0.24285 1.75766  1.647
C1 1.87652 -0.15447 0.01459  0.759
P2 2.79045 0.76564 -1.19230  1.838
S2 0.99595 1.33079 -2.10772  -0.562
C2 3.80500 -0.14594 -2.31044  1.218
C3 4.55789 -1.23587 -1.87800  -0.639
C4 5.41244 -1.86180 -2.77058  -0.649
C5 5.50479 -1.40256 -4.07907  -0.602
C6 4.75327 -0.31059 -4.50655  -0.894
C7 3.89828 0.32793 -3.62334  -0.525
C8 3.61918 2.25003 -0.70900  1.042
C9 2.94058 3.21663 0.04324  0.597
C10 3.56965 4.40539 0.35338  -0.802
C11 4.87542 4.62959 -0.08152  -0.781
C12 5.55797 3.66087 -0.80569  -0.877
C13 4.93583 2.46278 -1.12439  -1.120
C14 2.28804 -1.92282 2.32172  0.381
C15 3.22671 -2.27635 3.29618  -0.831
C16 3.23826 -3.57751 3.78124  -0.823
C17 2.33173 -4.51031 3.29718  -0.768
C18 1.39734 -4.15703 2.32492  -0.665
C19 1.36635 -2.86427 1.84134  0.169
C20 3.53788 0.69831 2.33568  0.778
C21 3.39913 1.84336 3.11000  -0.505
C22 4.53437 2.55507 3.46414  -0.770
C23 5.78603 2.13028 3.03813  -0.631
C24 5.92379 0.98788 2.25167  -1.030
C25 4.79867 0.26435 1.89298  0.093
H1 4.47648 -1.60259 -0.85995  0.234
H2 6.00245 -2.71203 -2.44992  0.478
H3 6.16789 -1.90238 -4.77591  0.428
H4 4.83662 0.04271 -5.52622  0.470
H5 3.31707 1.18212 -3.95581  0.468
H6 1.92660 3.04242 0.37466  -0.391
H7 3.05048 5.16336 0.92894  0.553
H8 5.36108 5.57208 0.14322  0.461
H9 6.57574 3.83872 -1.12892  0.509
H10 5.46624 1.71074 -1.69460  0.424
H11 3.93301 -1.55130 3.68177  0.430
H12 3.95458 -3.85930 4.54262  0.465
H13 2.34806 -5.52343 3.68206  0.452
H14 0.69142 -4.89166 1.95274  0.497
H15 0.63819 -2.59607 1.08995  -0.100
H16 2.42096 2.17086 3.44687  0.480
H17 4.44282 3.44407 4.07586  0.493
H18 6.66768 2.68850 3.33026  0.477
H19 6.90546 0.65892 1.93254  0.502
H20 4.90290 -0.64040 1.29963  0.481
C26 0.06977 -2.92454 -3.85864  -1.727
C27 0.51715 -2.65643 -2.41536  1.945
C28 1.97136 -3.07469 -2.19992  -0.972
C29 -0.39790 -3.33566 -1.40847  1.673
C30 -0.48026 -4.72076 -1.42183  -0.475
C31 -1.31621 -5.40576 -0.55416  -1.914
C32 -2.08255 -4.71092 0.36990  -0.524
C33 -2.04845 -3.32795 0.43134  0.570
C34 -2.86703 -2.60141 1.50132  0.479
C35 -4.36721 -2.87394 1.35222  -1.596
C36 -2.38284 -2.98487 2.90690  -1.425
C37 -1.21274 -2.66801 -0.48516  -0.900
N1 -1.31060 -1.21450 -0.48600  1.209
C38 -2.53356 -0.66639 -0.82207  0.018
C39 -2.72773 0.67768 -0.74740  -0.617
C40 -3.87051 1.44548 -0.98640  -1.524
C41 -3.54143 2.76188 -0.70191  -0.685
C42 -2.20963 2.82261 -0.28838  -0.405
N2 -1.66641 1.52946 -0.32212  0.194
C43 -1.49939 4.08832 0.11461  2.642
C44 -0.65452 3.86408 1.37442  -0.869
C45 -2.52887 5.19302 0.40084  -2.149
C46 -0.59729 4.53371 -1.05592  -1.277
H21 0.58891 -2.25554 -4.55042  0.466
H22 -1.00559 -2.78244 -3.98319  0.385
H23 0.30595 -3.95036 -4.15517  0.378
H24 0.46445 -1.58672 -2.26549  -0.885
H25 2.05971 -4.16279 -2.17486  0.498
H26 2.36474 -2.69238 -1.25059  0.011
H27 2.59769 -2.70992 -3.01737  0.343
H28 0.11125 -5.27561 -2.14127  0.499
H29 -1.37375 -6.48816 -0.59879  0.437
H30 -2.72603 -5.25715 1.05324  0.425
H31 -2.70975 -1.52696 1.40860  0.045
H32 -4.59052 -3.93041 1.51591  0.348
H33 -4.74645 -2.61219 0.35823  0.319
H34 -4.93079 -2.30071 2.09165  0.465
H35 -2.50028 -4.05750 3.08015  0.346
H36 -2.96949 -2.46026 3.66581  0.470
H37 -1.32923 -2.72775 3.05374  0.253
H38 -3.32431 -1.32129 -1.17033  0.742
H39 -4.83133 1.05701 -1.30511  0.573
H40 -4.20599 3.60834 -0.76874  0.593
H41 -1.28242 3.65814 2.24443  0.379
H42 -0.07591 4.76666 1.58017  0.460
H43 0.03943 3.03658 1.26183  -0.340
H44 -3.26497 4.88572 1.14974  0.492
H45 -3.05251 5.51200 -0.50386  0.449
H46 -2.00165 6.06540 0.79261  0.448
H47 0.13423 3.77369 -1.33181  0.131
H48 -0.05850 5.43511 -0.75326  0.447
H49 -1.19254 4.77794 -1.94073  0.407

Atomic forces in eV per Å
0.60 0.42 0.68
-0.26 0.19 -0.67
-0.25 -0.80 -0.05
-0.33 0.05 0.01
-0.34 -0.04 -0.40
-0.48 -0.21 0.35
-0.02 -0.12 -0.04
0.11 0.05 0.05
0.05 -0.03 0.03
0.00 0.01 -0.06
0.01 -0.01 0.02
0.04 -0.12 -0.01
0.06 0.04 0.21
0.17 0.02 -0.09
0.02 0.03 0.01
0.01 0.01 -0.02
0.01 0.03 0.02
0.00 0.06 0.03
0.00 -0.09 -0.05
-0.04 -0.04 0.04
0.03 0.05 -0.01
-0.01 -0.04 0.00
-0.03 -0.06 0.02
0.27 0.03 0.08
0.20 0.15 -0.11
-0.06 0.01 0.07
0.06 0.08 0.07
0.02 0.00 0.01
-0.10 -0.03 -0.01
0.02 0.14 0.13
-0.01 0.01 -0.05
-0.04 0.05 -0.02
-0.04 0.05 0.05
-0.01 -0.02 0.03
0.02 -0.04 0.01
-0.10 0.01 0.00
0.04 -0.05 -0.05
-0.02 -0.06 0.01
-0.04 0.01 0.00
-0.01 0.04 0.01
-0.06 -0.04 0.00
-0.03 0.01 -0.04
0.01 0.06 -0.02
0.05 0.08 0.02
-0.03 0.02 -0.06
0.04 0.00 -0.03
0.01 -0.06 -0.01
-0.04 -0.03 -0.03
-0.06 0.02 0.02
0.00 0.06 0.05
0.01 -0.09 0.00
-0.15 -0.36 0.01
-0.02 -0.11 0.01
0.03 0.23 -0.12
0.01 -0.22 0.06
-0.01 -0.04 -0.01
-0.05 -0.26 0.06
-0.03 0.28 0.21
0.04 -0.26 -0.04
-0.05 0.00 -0.04
0.00 -0.01 0.00
-0.26 0.26 0.10
0.27 0.47 -0.66
0.51 -0.39 -0.01
0.26 0.11 0.15
-0.25 0.14 -0.09
-0.21 0.00 -0.06
0.04 -0.28 0.02
0.15 0.17 0.12
0.06 -0.11 0.01
-0.11 0.03 0.02
0.01 0.04 -0.01
-0.09 0.07 -0.08
-0.02 -0.07 0.07
0.05 0.02 0.00
-0.05 0.08 0.03
-0.05 0.51 0.08
0.02 0.06 -0.04
-0.09 -0.08 -0.10
-0.06 0.00 0.08
-0.04 0.01 0.05
0.01 0.10 0.00
0.09 0.04 -0.08
0.01 0.13 -0.01
0.00 0.07 -0.02
0.06 -0.03 0.09
0.04 -0.05 -0.04
0.02 0.08 0.01
0.04 -0.05 -0.09
-0.07 -0.05 -0.02
0.05 -0.15 0.08
0.11 0.08 0.01
0.03 -0.06 0.01
0.02 0.00 -0.03
-0.06 -0.03 0.00
0.10 -0.05 -0.04
0.10 0.02 -0.07
0.05 -0.04 0.08
-0.05 -0.06 -0.04
0.00 0.03 0.05
-0.05 -0.05 -0.04
0.07 -0.04 0.09

highest occupied orbital energy = -16.1 eV
net charge = +3
maximum force = 1.00 eV/Å
Kohn-Sham gap = 4.9 eV